# 1
Molecular formula: C22H42BN6O32
Method: DFT, ωB97M-V/def2-TZVPD

CARTESIAN COORDINATES (ANGSTROEM)
O -2.846824 -2.069114 -1.754241
O 7.748733 -3.461795 1.806257
O 2.069672 2.764054 2.861066
O 0.820713 -0.562273 0.301660
O -0.049844 2.076764 -4.955010
O -0.843528 1.802954 4.196498
O 6.652480 1.018010 -3.924253
O 5.789871 2.820879 -3.103063
O 1.587221 0.439646 -4.887094
O 6.807278 -3.074857 -0.261788
O 4.032603 2.067290 3.194230
O 0.480145 0.962193 -1.433678
O -0.407109 3.860946 4.480683
O -3.892691 1.605748 -3.443146
O -7.316798 -1.336882 5.290604
O -6.977988 -0.255992 3.247455
O 2.381745 2.052826 -1.444366
O -2.008864 -2.970013 4.697155
O -0.709719 -4.532638 -2.939361
O -3.610430 -3.366059 3.485662
O 2.810225 5.496267 0.838378
O 5.568025 -2.798351 1.723340
O -8.505484 0.573392 4.737027
O 2.832411 0.033377 0.934009
O -3.710928 0.163072 0.024275
O 4.020162 5.369119 -0.977226
O -2.589435 3.156626 -4.626615
O -1.412812 0.452081 0.189360
O -0.688798 -0.125867 -4.642611
O -1.523270 -6.566725 -3.314459
O -0.844737 -1.177739 -1.322053
O -3.089448 3.501800 -2.499308
N -2.487117 -2.962351 3.641925
N -1.479435 -5.492757 -2.665527
N 5.925640 1.604813 -3.120106
N 2.855213 1.947594 3.328334
N -0.758083 2.944605 3.774704
N 3.572152 4.908879 0.127703
C 4.066832 3.617996 0.697665
C -1.553142 -2.372705 2.526825
C -5.932575 -1.148960 2.872445
C -2.084903 -1.252793 -1.226063
C -0.312763 -1.475136 -4.475329
C -2.488938 -5.301409 -1.622941
C -3.627303 3.104486 -1.241206
C 1.642051 1.191324 -0.972931
C -9.175628 0.699735 6.030332
C 9.086794 -3.518169 1.355735
C 5.017418 0.739231 -2.375985
C 2.376783 0.692014 4.003249
C -4.339725 0.922508 -4.598408
C -7.624449 -0.422358 4.512993
C -2.563371 -0.158288 -0.303006
C 1.876053 0.201710 0.247702
C -1.246229 3.260674 2.339853
C 0.238927 0.887921 -4.908530
C -3.093584 2.691231 -3.576184
C 4.392474 -2.522448 0.939293
C 6.752265 -3.166912 0.960595
C 2.597168 1.371309 -5.209390
B -0.215415 -0.083120 -0.588560
H -1.194511 -2.080593 -4.265451
H -3.332013 -4.967777 -2.227933
H -8.661262 0.286382 6.897897
H -9.298319 1.773849 6.169377
H -2.183735 -4.657685 -0.797969
H 0.446532 -1.676390 -3.719643
H 4.767133 1.150582 -1.398108
H 4.827838 3.285864 -0.008492
H 3.961370 -3.469559 0.614917
H 9.278947 -4.252721 0.573679
H -5.128943 -1.048673 3.601977
H 9.673338 -3.721470 2.251686
H 4.470931 3.810332 1.691560
H -2.053837 3.992358 2.317286
H -5.568357 -0.863282 1.885614
H -1.685362 -1.303407 2.361809
H 1.682521 0.954477 4.801508
H 2.254849 2.344458 -4.857382
H 3.206981 0.129874 4.430864
H -0.441026 3.660455 1.723475
H 9.459458 -2.559772 0.994186
H -3.553797 0.777297 -5.339581
H 0.110013 -1.957533 -5.356607
H -1.776079 2.383361 1.968782
H 4.680136 -1.886304 0.102240
H 3.780358 -1.936458 1.624884
H -2.910775 2.724468 -0.513016
H -2.740482 -6.302615 -1.273081
H 1.863384 0.200730 3.176710
H -3.965641 4.051236 -0.820126
H -10.183386 0.299080 5.920768
H -5.221573 1.399358 -5.026259
H -4.514686 2.472315 -1.209469
H 3.634584 1.140048 -4.967728
H -0.493176 -2.592438 2.654415
H 4.101087 0.791157 -2.963979
H 2.516840 1.547598 -6.282035
H -4.613834 -0.099953 -4.338523
H -1.846997 -2.943961 1.646246
H 3.368630 2.798406 0.527730
H 5.435334 -0.265417 -2.311773
H -6.142161 -2.215039 2.784969

Forces on atoms 1 to 2 (eV/Å):
O 1.5326 1.3023 0.9003
O -1.5515 0.1404 0.0557

## Properties
- Net charge: -1
- Energy relative to the best compared isomer or geometry (same formula, charge and spin): 0.00 kJ/mol
- E_HOMO: -8.287 eV

***

# 2
Molecular formula: C22H42BNO18S
Method: DFT, ωB97M-V/def2-TZVPD

CARTESIAN COORDINATES (ANGSTROEM)
S -1.800412 -3.332934 0.068725
O -1.697539 -4.020176 -3.258074
O -9.445064 0.175174 5.228133
O 3.219749 -2.491142 1.486260
O -0.563154 -2.594590 -5.021756
O 1.309484 -2.134800 -0.197511
O 2.501667 2.835698 -1.929069
O -4.435392 5.225517 1.374720
O -2.567530 3.912612 1.631706
O 7.256025 1.809330 1.685262
O 8.306937 3.541661 0.601989
O -8.177151 -1.031075 6.716832
O 2.835851 -4.000699 -0.439848
O 1.838351 3.559295 -3.894025
O -7.297855 0.613878 5.375326
O 0.750997 1.763411 -2.960680
O -4.419585 3.314300 2.649816
O 2.510339 -3.889658 -5.337717
O 6.304929 2.661282 -0.101977
N 2.348240 -4.558350 -2.921518
C -1.605607 -0.512566 0.235072
C 2.315785 -3.585967 -1.759503
C -8.294759 -0.168435 5.860616
C 2.378195 1.924890 -0.838418
C 3.125509 -5.818172 -2.611755
C 3.087817 -3.914494 -4.108261
C 4.588902 -3.241165 -4.012114
C 0.836144 -3.072109 -1.268186
C -5.794050 3.542112 2.955239
C -6.019171 0.361475 5.954317
C 0.966957 3.464586 -5.019046
C 1.609661 2.631108 -2.930953
C -10.587610 -0.571957 5.641312
C 2.511895 -2.801846 0.395171
C -1.853495 4.815023 0.789222
C 7.383286 2.751235 0.716799
C -0.154094 -4.076704 -0.433571
C -1.584861 -1.859255 1.205032
C 6.303798 3.599489 -1.176099
C -3.865541 4.250050 1.838205
C 0.255799 -2.172478 -2.509047
C 8.327431 1.787016 2.626501
B -0.696447 -2.983272 -3.576410
H 3.468451 -6.276972 -3.659331
H 1.239575 4.253736 -5.725184
H 2.554222 0.897088 -1.171907
H 3.139714 2.180816 -0.096517
H 6.286515 4.624935 -0.793015
H 4.113718 -5.655249 -2.001455
H 2.424064 -6.637843 -2.121278
H -0.827890 4.448112 0.693185
H -5.699781 -0.665967 5.752095
H 4.407651 -2.080689 -3.798659
H 1.209477 -1.807501 -3.127468
H 5.397158 3.437431 -1.765549
H -1.821150 5.814858 1.233995
H -2.066971 -0.866172 -0.807620
H -1.296679 -1.904566 -5.187067
H -10.450864 -1.636683 5.426472
H 5.209888 -3.289136 -5.002899
H -0.501454 -1.912905 1.693573
H -2.279026 0.335645 0.689121
H -0.412023 -5.002970 -1.140872
H -0.255521 -1.168799 -2.128672
H -5.919187 4.491008 3.486687
H 5.197451 -3.630094 -3.069312
H 9.274570 1.557426 2.127785
H 8.121620 0.997102 3.354170
H -11.449594 -0.214091 5.071453
H 0.332358 -4.543921 0.538842
H -0.073560 3.618672 -4.715529
H -2.431686 -3.553403 -2.755827
H 2.884597 -2.547916 -1.913626
H -5.298775 1.042562 5.492948
H -6.037435 0.557760 7.031225
H 1.394133 2.017523 -0.367736
H -10.788609 -0.413007 6.705697
H 1.086535 2.498366 -5.519758
H -6.400187 3.524384 2.043723
H -6.133279 2.734205 3.609482
H 8.391089 2.739961 3.161685
H -0.504965 -0.159430 -0.024494
H -2.366648 -1.802243 2.086675
H 7.170081 3.442458 -1.826818
H -2.302016 4.848211 -0.208937

Forces on atoms 1 to 2 (eV/Å):
S 0.3204 -0.2642 0.1942
O 0.8084 3.2176 0.0708

## Properties
- Net charge: 0
- Energy relative to the best compared isomer or geometry (same formula, charge and spin): 720.42 kJ/mol
- E_HOMO: -8.879 eV
- SMILES: CCSC[C@@]1(CB(O)O)OC(=O)O[C@H]1N(C)C(C)=O.COC(=O)OC.COC(=O)OC.COC(=O)OC.COC(=O)OC

***

# 3
Molecular formula: C22H42Br6O10S5
Method: DFT, ωB97M-V/def2-TZVPD

CARTESIAN COORDINATES (ANGSTROEM)
Br -8.411813 -4.854407 7.340577
Br -5.438435 -9.277768 -0.179369
Br -3.794825 -9.107120 -3.012969
Br -8.309988 -1.613680 7.247430
Br -2.389914 -10.483760 -0.290537
Br -6.495980 -3.535201 5.178005
S 1.738891 8.915455 0.628641
S 0.948553 -2.487001 -7.547818
S 8.183960 -10.160021 2.106692
S -6.150840 8.492707 1.383676
S 0.466489 -2.086162 1.919628
O 1.418092 -2.545707 -6.199986
O -5.050364 8.485422 0.391564
O 1.626926 -3.169077 -8.576238
O 1.153671 -2.661527 3.039646
O 8.661229 -11.066955 1.014584
O -7.394754 9.175426 1.117950
O 9.197234 -9.295242 2.895568
O 0.913624 10.054881 0.976260
O -0.470256 -2.906161 1.110712
O 1.585032 7.604609 1.246137
C 2.837101 9.509103 -1.753984
C -5.532444 8.710180 3.088502
C 3.414420 9.574018 0.715485
C -5.191349 7.345574 3.645889
C -0.399563 0.424395 1.419397
C -6.520467 6.708861 1.730362
C -0.414817 -0.602977 2.592284
C 5.998468 -8.888911 2.758434
C -0.713920 -1.110516 -9.165902
C -3.650636 -9.082514 -0.951763
C -7.306761 -3.259101 7.000280
C 0.465147 -0.814534 -8.198285
C 7.223512 -11.069151 3.370099
C 5.930158 -10.236458 3.527275
C 1.767959 8.630455 -1.196140
C 0.882552 0.311371 0.570982
C -6.369754 6.515512 3.208797
C -1.532025 -2.349155 -8.629902
C 3.992900 9.330280 -0.753549
C -0.767981 -3.043665 -7.544004
C 1.576308 -1.150412 0.785656
C 6.813824 -9.165800 1.458941
H 4.314011 8.304796 -0.936230
H 0.775033 8.562896 -1.640692
H 4.983490 -8.578344 2.510532
H -0.429242 1.470078 1.725588
H 3.191056 9.039656 -2.671833
H 5.068491 -10.805495 3.178220
H -1.620057 -3.165202 -9.347135
H 0.267795 -0.177883 3.328105
H -6.452211 -3.220276 7.675804
H -1.243837 0.217392 0.761778
H 6.212285 -9.790567 0.798713
H 5.686960 -10.079878 4.578193
H 0.556617 0.372589 -0.467350
H 1.222080 -0.068933 -8.441689
H -4.962043 7.456913 4.705667
H -4.326138 6.899553 3.155398
H 2.170198 7.617427 -1.188104
H 7.836954 -11.182107 4.263979
H -1.033404 -2.550609 -6.608831
H -7.348581 6.706339 3.648782
H -6.420696 8.990068 3.654859
H 7.299018 -8.449394 0.796025
H -0.288271 -1.405655 -10.124979
H -7.448165 6.449194 1.220415
H -1.429706 -0.300755 -9.307351
H 3.870715 8.965653 1.496380
H 6.265416 -8.143820 3.507887
H -4.714070 9.426728 3.018371
H -3.181965 -8.119665 -0.748377
H 1.801681 -1.718568 -0.116845
H -0.707301 -4.126912 -7.438993
H -6.376098 5.481937 3.554902
H 4.760690 10.098192 -0.847943
H -0.001146 -0.481628 -7.271000
H 6.912970 -12.037842 2.978565
H 3.320586 10.531923 1.227059
H -5.743088 6.176418 1.182376
H -2.524578 -2.051352 -8.291883
H -1.384675 -0.823728 3.038108
H 1.480304 1.187859 0.821092
H 2.580328 -0.974401 1.171729
H 2.569432 10.532134 -2.018305

Forces on atoms 1 to 2 (eV/Å):
Br 0.4954 0.8284 0.1316
Br 1.0945 0.2182 -0.3376

## Properties
- Net charge: 0
- Energy relative to the best compared isomer or geometry (same formula, charge and spin): 416.84 kJ/mol
- E_HOMO: -10.233 eV